# 1
Formula: C6H8O2
Source: the OMol25 dataset
Level of theory: the ωB97M-V functional and the def2-TZVPD basis

Computed properties:
HOMO-LUMO gap = 10.4525 eV
highest occupied orbital energy = -9.59 eV
energy above the lowest of the compared OMol25 structures with the same formula, charge and spin = 191.2 kJ/mol
max |F| = 3.1 eV Å⁻¹
lowest unoccupied orbital energy = 0.0316 hartree

Last column: natural (NBO) charge in e.
Positions of all 16 atoms, in Å:
C 1.0307 -0.4863 -0.4510  0.10
C 0.5809 0.4314 0.7083  -0.23
C 0.1440 1.4817 -0.4037  -0.40
C -0.1480 0.1721 -1.1711  -0.36
C -1.2881 -0.3417 -0.2751  0.60
C -0.6834 -0.2400 1.1605  -0.53
H 0.0948 -2.1231 0.1461  0.46
H 2.1010 -0.1855 -0.7961  0.21
H 1.3307 0.6944 1.4787  0.22
H -0.6848 2.0395 0.0114  0.22
H 1.0682 1.9934 -0.8200  0.23
H -0.3270 0.1792 -2.2339  0.24
H -1.3094 0.3270 1.8698  0.24
H -0.5053 -1.2583 1.4995  0.22
O 1.0251 -1.9526 -0.2657  -0.70
O -2.4295 -0.7311 -0.4576  -0.51

Cartesian forces (eV/Å) of the 3 atoms listed first:
2.0 -0.9 0.0
2.0 0.4 0.9
1.9 -1.3 1.2

# 2
Formula: C50H135N5O15
Source: the OMol25 dataset
Level of theory: the ωB97M-V functional and the def2-TZVPD basis

Computed properties:
HOMO-LUMO gap = 9.2492 eV
highest occupied orbital energy = -8.64 eV
energy above the lowest of the compared OMol25 structures with the same formula, charge and spin = 178.2 kJ/mol
max |F| = 4.6 eV Å⁻¹
lowest unoccupied orbital energy = 0.0224 hartree

Last column: Mulliken charge in e.
Positions of all 205 atoms, in Å:
C -3.3440 5.5067 -1.8370  -1.78
C -2.3350 5.2591 -0.7387  1.52
C -1.1354 4.4360 -1.3272  0.65
O -1.7841 6.4723 -0.3584  -0.37
H -2.8426 5.9568 -2.6818  0.39
H -4.1441 6.1634 -1.5368  0.52
H -3.7565 4.6010 -2.2045  0.36
H -2.7228 4.7524 0.1458  -0.90
H -0.4589 4.1213 -0.5560  -0.54
H -0.6089 5.0002 -2.1566  -0.52
H -1.5421 3.5220 -1.7080  0.36
H -2.4300 7.1449 -0.3786  0.28
C 0.9473 0.4255 5.6324  -1.59
C -0.1883 0.1295 4.5703  0.41
C 0.1534 0.4465 3.1370  1.67
O -0.4560 -1.3025 4.6053  -0.44
H 1.7633 -0.2606 5.5159  0.29
H 0.4716 0.2320 6.6296  0.41
H 1.2429 1.4669 5.5288  0.34
H -1.1129 0.5987 4.9770  0.22
H 1.0613 -0.1456 2.8365  -0.19
H 0.3248 1.5145 2.8996  -0.37
H -0.6297 0.0860 2.4333  -0.95
H -0.8006 -1.7040 3.8147  0.22
C 3.2493 4.3025 3.6420  -1.32
C 2.9305 2.8816 3.3266  2.38
C 2.8066 2.6556 1.8037  -0.45
O 3.9016 2.0420 3.8265  -0.48
H 2.3715 4.8994 3.4170  0.12
H 4.0927 4.7020 3.0321  0.35
H 3.5514 4.4229 4.7189  0.48
H 1.9743 2.5582 3.7295  -1.25
H 1.9980 3.2912 1.3147  -0.33
H 2.6859 1.6267 1.4622  -0.52
H 3.7085 3.0485 1.3414  0.77
H 4.3269 2.4658 4.5827  0.35
C 3.3937 -1.4391 1.3720  -0.13
C 4.5962 -0.7177 1.9964  0.86
C 5.7764 -1.6458 2.1001  -1.66
O 4.8524 0.6017 1.3360  -0.59
H 3.0554 -2.3140 1.9704  -0.28
H 3.5779 -1.8093 0.3787  0.54
H 2.5908 -0.7379 1.2807  -0.54
H 4.4210 -0.6228 3.0620  0.08
H 6.5616 -1.0489 2.4926  0.53
H 6.1529 -2.1341 1.1711  0.29
H 5.5617 -2.4031 2.9594  0.25
H 4.7247 1.2153 2.0743  0.22
C -1.4134 1.2012 -5.5836  -1.29
C -0.0559 1.6503 -5.0933  0.99
C 0.2602 3.0608 -5.5432  -1.28
O -0.0438 1.6029 -3.6386  0.41
H -1.2379 0.9134 -6.6570  0.44
H -2.2099 1.9301 -5.4438  0.36
H -1.6658 0.2718 -5.1004  -0.02
H 0.5563 0.8319 -5.4613  0.15
H -0.1620 3.2662 -6.5768  0.41
H 1.3295 3.2484 -5.5043  0.16
H -0.3481 3.6567 -4.9053  0.18
H 0.7503 2.0169 -3.2549  -0.84
C -2.1570 7.1236 2.8729  -1.11
C -0.8933 6.3317 3.0419  0.13
C -1.1357 4.8511 3.3597  0.39
O -0.1777 6.4424 1.8413  -0.31
H -1.7747 8.0243 2.3790  0.33
H -2.6931 7.4794 3.7448  0.43
H -2.7564 6.5294 2.1256  0.04
H -0.1250 6.7557 3.7609  0.36
H -0.2018 4.2650 3.4241  -0.36
H -1.6452 4.4928 2.4696  -0.56
H -1.7401 4.7007 4.2671  0.48
H -0.7858 6.3850 1.0561  0.06
C -6.0709 -2.6491 -4.2978  -1.26
C -5.6912 -1.2927 -3.5674  0.34
C -5.8262 -1.5295 -2.0327  -1.03
O -4.3752 -0.9359 -3.9440  -0.39
H -5.2543 -3.3602 -4.0836  0.20
H -6.1339 -2.4964 -5.3779  0.35
H -6.9948 -3.0375 -3.9248  0.39
H -6.4177 -0.5307 -3.7380  0.46
H -5.2683 -0.8226 -1.5390  0.20
H -5.5962 -2.6150 -1.9554  0.20
H -6.9364 -1.5133 -1.7499  0.37
H -4.4358 -0.0972 -4.4443  0.19
C 0.2752 -7.4945 -1.0440  -1.19
C 1.6206 -6.8083 -0.8099  0.56
C 2.0954 -6.0939 -2.0623  -1.08
O 1.5127 -5.8034 0.2605  -0.06
H 0.5682 -8.3364 -1.7552  0.44
H -0.3704 -6.8207 -1.6092  0.12
H -0.1956 -7.8094 -0.1268  0.34
H 2.3267 -7.5242 -0.5060  0.46
H 3.1772 -5.8405 -1.8841  0.37
H 1.6100 -5.1494 -2.2651  0.00
H 1.9385 -6.7098 -2.9735  0.35
H 1.6458 -6.2566 1.0895  -0.04
C 3.0930 0.8634 -2.5567  -0.58
C 3.4361 2.4171 -2.4315  1.28
C 4.4776 2.7660 -3.4795  -1.82
O 2.1566 3.1594 -2.5957  0.79
H 2.5566 0.4029 -1.7788  -0.51
H 4.0605 0.3024 -2.6264  0.57
H 2.6297 0.6990 -3.5630  -0.03
H 3.8790 2.6713 -1.4911  0.10
H 4.5248 3.8690 -3.4662  0.36
H 4.1401 2.3842 -4.4422  0.35
H 5.4190 2.3604 -3.1453  0.48
H 2.2276 3.9414 -2.0755  -0.56
C -4.4263 2.9753 1.9956  -1.48
C -3.4991 1.9802 1.3177  2.42
C -3.8262 0.5953 1.8404  -1.51
O -3.6933 2.0890 -0.1010  -0.60
H -5.5156 2.8333 1.9254  0.38
H -4.1770 3.9712 1.6882  0.31
H -4.2010 2.8467 3.0823  0.32
H -2.4276 2.1771 1.6150  -0.75
H -3.4013 -0.1390 1.1824  -0.07
H -4.8634 0.4362 1.9203  0.60
H -3.3528 0.5209 2.8226  0.31
H -3.1184 1.4298 -0.4903  0.27
C -1.8069 -4.5475 -3.0204  -0.39
C -1.3996 -4.2435 -4.4560  0.26
C -0.5481 -3.0479 -4.7161  -0.35
O 0.6717 -3.2024 -4.0882  -0.06
C 1.6718 -2.2178 -4.4826  -1.10
N -0.7912 -5.5186 -4.9072  -0.78
H -2.0148 -3.5982 -2.4331  -0.15
H -0.9319 -4.9852 -2.5681  -0.54
H -2.6608 -5.1678 -3.0175  0.59
H -2.2861 -4.0793 -5.1428  0.38
H -1.0272 -2.1303 -4.3261  -0.09
H -0.4005 -2.9221 -5.8320  0.37
H 2.6189 -2.4400 -4.0397  0.34
H 1.4279 -1.1779 -4.2427  0.18
H 1.9630 -2.2732 -5.5086  0.52
H -0.4875 -5.3304 -5.8543  0.33
H 0.1048 -5.5488 -4.4672  0.24
C 1.3094 8.2909 -2.5639  -1.65
C 2.3065 7.2687 -3.0001  0.79
C 3.0260 6.4697 -1.9425  -1.12
O 2.3384 5.6213 -1.0338  0.14
C 1.8934 6.2922 0.1085  -0.21
N 1.6087 6.3659 -3.9336  -0.62
H 0.8793 8.7968 -3.4450  0.42
H 1.7334 9.0870 -1.9089  0.37
H 0.4604 7.8561 -2.0436  0.23
H 3.1627 7.7914 -3.5007  0.23
H 3.6804 7.1969 -1.4404  0.64
H 3.7306 5.8605 -2.5503  0.13
H 2.7882 6.6125 0.7042  0.25
H 1.3122 5.5380 0.6923  -0.34
H 1.2707 7.2030 -0.0981  0.23
H 1.8950 5.4167 -3.9093  0.15
H 0.6135 6.5548 -3.7200  0.24
C -3.0960 -3.4881 4.2347  -1.82
C -1.9239 -4.1773 3.4763  0.73
C -2.4501 -5.2513 2.5270  -0.55
O -2.7961 -4.5263 1.3695  -0.36
C -2.9301 -5.2934 0.2361  -0.23
N -1.2363 -3.1532 2.7597  0.43
H -3.6479 -2.9833 3.4561  0.38
H -2.7984 -2.6404 4.8961  0.26
H -3.7607 -4.1714 4.7551  0.44
H -1.2527 -4.6399 4.1730  -0.10
H -3.2785 -5.7628 2.9452  0.47
H -1.6077 -5.9050 2.2128  0.20
H -3.1444 -4.5489 -0.5423  -0.08
H -3.7320 -6.0662 0.2499  0.29
H -1.9532 -5.7238 -0.0102  0.01
H -1.6842 -2.9892 1.8931  -0.32
H -0.2149 -3.2157 2.7246  -0.07
C 2.1629 -4.6470 3.4453  -0.61
C 2.1156 -6.1151 4.0131  -0.17
C 0.6687 -6.4268 4.5667  -0.51
O 0.2976 -5.7105 5.6189  -0.20
C 1.0077 -5.8898 6.7858  -0.79
N 2.2529 -7.0086 2.8772  -0.58
H 3.1628 -4.5731 3.1734  0.60
H 1.8581 -3.9474 4.2176  0.46
H 1.5062 -4.5768 2.5211  -0.55
H 2.8147 -6.3022 4.7838  0.66
H 0.6256 -7.4766 4.8758  0.47
H -0.0197 -6.1253 3.7922  -0.33
H 1.0862 -6.9628 7.1868  0.27
H 0.5460 -5.2993 7.5383  0.30
H 2.0710 -5.6263 6.7299  0.31
H 1.8241 -7.9352 2.9815  0.20
H 3.2182 -7.2067 2.4744  0.26
C 0.0438 1.0234 -0.4480  2.05
C -0.6812 -0.1192 -1.0812  2.52
C -0.8377 -1.2243 -0.0789  -2.14
O 0.3729 -1.6793 0.4783  2.66
C 0.9942 -2.7948 -0.1334  -1.15
N -2.0340 0.2793 -1.4916  -0.02
H 0.5316 1.6419 -1.1974  -1.13
H 0.6844 0.4614 0.1523  -0.53
H -0.5755 1.6658 0.1916  -1.04
H -0.0417 -0.4509 -1.8604  -0.28
H -1.2815 -2.0564 -0.5524  0.82
H -1.4748 -0.8436 0.7431  -1.45
H 1.4385 -2.5405 -1.0860  -0.09
H 0.1999 -3.4668 -0.3091  0.48
H 1.7482 -3.0921 0.5414  -0.02
H -1.8832 0.9345 -2.2440  0.14
H -2.5188 -0.4853 -1.8952  -0.11

Cartesian forces (eV/Å) of the 3 atoms listed first:
0.3 0.1 0.2
1.1 -1.5 -1.6
-0.9 0.9 -0.3

# 3
Formula: C34H39GeN3O6P2PtS
Source: the OMol25 dataset
Level of theory: the ωB97M-V functional and the def2-TZVPD basis

Computed properties:
HOMO-LUMO gap (alpha / beta) = 6.1422 / 7.8154 eV
highest occupied orbital energy (alpha / beta) = -6.66 / -8.67 eV
energy above the lowest of the compared OMol25 structures with the same formula, charge and spin = 91.6 kJ/mol
⟨S²⟩ = 2.013
max |F| = 1.3 eV Å⁻¹
multiplicity = 3
lowest unoccupied orbital energy (alpha / beta) = -0.0190 / -0.0315 hartree

Last column: Mulliken charge in e.
Positions of all 87 atoms, in Å:
Pt -0.8350 0.9391 0.5359  1.80
N -5.7397 0.7763 0.7729  -0.11
C -4.4453 0.1714 0.2606  0.46
C -4.6963 -1.0783 -0.5504  -1.76
P -3.5140 -0.1132 1.8806  0.86
O -2.7261 -1.5082 1.7437  -0.35
O -4.6149 -0.2496 2.8796  -0.94
O -2.4949 0.9765 2.0214  -0.76
P -3.6650 1.6036 -0.6523  0.83
O -4.4175 1.5043 -2.0868  -0.66
O -4.1753 2.7836 0.0850  -0.96
O -2.2015 1.3838 -0.9906  -0.65
H -5.8386 0.4221 1.7590  0.40
H -6.5398 0.5762 0.1809  0.33
H -5.5385 1.8103 0.7891  0.34
H -5.0501 -1.8981 0.0791  0.45
H -3.7684 -1.3902 -1.0289  0.04
H -5.4300 -0.8877 -1.3366  0.50
H -3.2522 -2.2500 2.0827  0.27
H -3.7760 1.3391 -2.7950  0.32
S 2.3678 -0.4994 5.9994  -0.10
C 1.5473 -0.0810 4.4726  0.26
C 1.6501 -0.9099 3.3625  -1.02
C 1.0266 -0.5476 2.1892  0.08
N 0.3039 0.5776 2.0763  -0.24
C 0.2077 1.3838 3.1464  0.00
C 0.8074 1.0880 4.3514  -0.78
C 3.9962 0.0856 5.5123  0.37
C 4.9056 -0.7554 4.8916  -0.13
C 6.1293 -0.2222 4.5084  -0.42
N 6.4722 1.0450 4.7113  -0.58
C 5.5950 1.8374 5.3183  -0.44
C 4.3445 1.4082 5.7406  -0.18
H 2.2203 -1.8267 3.4110  0.43
H 1.1079 -1.1515 1.2977  0.48
H -0.3708 2.2861 3.0122  0.50
H 0.7078 1.7654 5.1872  0.50
H 4.6757 -1.7977 4.7175  0.41
H 6.8718 -0.8406 4.0163  0.37
H 5.9087 2.8638 5.4735  0.37
H 3.6604 2.0819 6.2381  0.38
Ge -0.6701 -1.6243 -0.9594  0.32
C -1.3096 -3.4563 -0.4687  0.21
C -2.4306 -4.0836 -1.0076  0.24
C -2.8733 -5.3053 -0.5163  -0.83
C -2.2048 -5.9189 0.5330  -0.44
C -1.0784 -5.3130 1.0741  -0.71
C -0.6404 -4.0952 0.5763  -0.03
C -0.5281 -1.5065 -2.9480  0.29
C -1.6035 -1.7200 -3.8078  -0.11
C -1.4513 -1.5998 -5.1822  -0.66
C -0.2261 -1.2275 -5.7157  -0.56
C 0.8518 -1.0019 -4.8712  -0.53
C 0.7015 -1.1484 -3.5007  0.01
H 0.8635 -1.8747 -0.6661  -0.16
H -2.9581 -3.6306 -1.8398  0.13
H -3.7455 -5.7799 -0.9499  0.40
H -2.5530 -6.8678 0.9204  0.39
H -0.5413 -5.7924 1.8839  0.40
H 0.2442 -3.6289 0.9975  0.27
H -2.5752 -1.9887 -3.4056  0.14
H -2.2923 -1.7919 -5.8378  0.42
H -0.1136 -1.1121 -6.7865  0.38
H 1.8107 -0.7049 -5.2778  0.42
H 1.5570 -1.0005 -2.8516  0.28
C 0.8121 3.7549 -0.2654  -1.65
C 1.5336 2.4970 -0.7731  4.29
C 2.7694 2.2506 0.1201  -2.40
C 0.6566 1.2723 -0.6969  -3.12
C 1.9099 2.6677 -2.2445  -0.67
C 0.8768 2.7157 -3.1841  0.22
C 1.1454 2.8070 -4.5383  -0.85
C 2.4600 2.8458 -4.9865  -0.49
C 3.4931 2.8008 -4.0658  -0.80
C 3.2200 2.7150 -2.7045  -0.33
H 0.6003 3.6550 0.8017  0.32
H -0.1315 3.9006 -0.7917  0.36
H 1.4355 4.6380 -0.4203  0.42
H 2.4358 2.0665 1.1421  0.33
H 3.4380 3.1164 0.1270  0.50
H 3.3214 1.3744 -0.2235  0.49
H 0.9453 0.5012 -1.4032  0.57
H -0.1491 2.6490 -2.8386  0.30
H 0.3322 2.8313 -5.2533  0.41
H 2.6762 2.9117 -6.0455  0.41
H 4.5217 2.8233 -4.4046  0.39
H 4.0473 2.6775 -2.0076  0.40

Cartesian forces (eV/Å) of the 3 atoms listed first:
-0.9 0.5 -0.8
0.2 0.2 0.4
0.6 0.4 0.2

# 4
Formula: C2H13NO4
Source: the OMol25 dataset
Level of theory: the ωB97M-V functional and the def2-TZVPD basis

Computed properties:
HOMO-LUMO gap = 8.7449 eV
highest occupied orbital energy = -8.36 eV
energy above the lowest of the compared OMol25 structures with the same formula, charge and spin = 156.0 kJ/mol
max |F| = 2.0 eV Å⁻¹
lowest unoccupied orbital energy = 0.0140 hartree

Last column: natural (NBO) charge in e.
Positions of all 20 atoms, in Å:
C -2.0150 1.1747 -3.0615  -0.41
N -1.3187 1.9376 -2.0425  -0.69
C -0.5586 1.4327 -0.9285  0.10
O -1.3331 0.5780 -0.1128  -0.71
H -1.5751 1.3047 -4.0489  0.18
H -3.0896 1.3758 -3.0615  0.19
H -1.9423 0.1261 -2.7426  0.21
H -1.1554 2.8826 -2.3356  0.37
H 0.2627 0.8354 -1.3369  0.13
H -0.0921 2.2694 -0.4054  0.16
H -2.1215 1.1081 -0.0002  0.46
O -2.3390 -1.8857 2.1631  -0.93
H -1.5554 -1.6307 2.6459  0.47
H -2.4448 -2.8139 2.3938  0.46
O 1.8532 0.5505 0.8830  -0.95
H 2.5571 0.6850 0.2238  0.47
H 1.6812 -0.3732 1.0041  0.47
O 4.8664 -2.9153 2.1799  -0.93
H 4.1967 -2.2318 2.0992  0.46
H 5.2133 -2.7472 3.0503  0.47

Cartesian forces (eV/Å) of the 3 atoms listed first:
0.4 -1.0 1.3
-0.8 1.3 0.0
0.6 -0.8 -1.7